Entry 1:
{"formula": "C18H21O8P", "method": "ωB97M-V/def2-TZVPD", "species": ["C", "O", "C", "C", "C", "C", "C", "C", "C", "C", "C", "O", "C", "C", "O", "C", "C", "O", "C", "C", "C", "C", "O", "P", "O", "O", "O", "H", "H", "H", "H", "H", "H", "H", "H", "H", "H", "H", "H", "H", "H", "H", "H", "H", "H", "H", "H", "H"], "xyz": [[2.759, 2.782, 3.490], [2.751, 1.853, 2.431], [2.119, 2.199, 1.284], [1.780, 3.477, 0.866], [1.095, 3.658, -0.326], [0.748, 2.580, -1.139], [-0.076, 2.791, -2.324], [-0.972, 1.943, -2.842], [-1.343, 0.619, -2.335], [-1.460, -0.434, -3.239], [-1.704, -1.722, -2.793], [-1.803, -2.815, -3.597], [-1.732, -2.632, -4.989], [-1.861, -1.981, -1.417], [-2.102, -3.288, -1.098], [-1.596, -3.819, 0.108], [-1.826, -0.905, -0.521], [-2.035, -1.175, 0.818], [-2.551, -0.127, 1.624], [-1.575, 0.380, -0.985], [1.156, 1.304, -0.748], [1.786, 1.118, 0.457], [2.002, -0.153, 0.943], [1.233, -0.450, 2.344], [0.324, 0.592, 2.810], [0.516, -1.837, 2.006], [2.363, -0.905, 3.346], [3.162, 2.246, 4.348], [1.745, 3.120, 3.717], [3.399, 3.641, 3.260], [2.016, 4.334, 1.476], [0.796, 4.655, -0.613], [0.050, 3.756, -2.801], [-1.470, 2.229, -3.761], [-1.307, -0.235, -4.289], [-2.515, -1.958, -5.349], [-1.881, -3.620, -5.423], [-0.753, -2.248, -5.298], [-1.668, -4.900, -0.005], [-0.549, -3.541, 0.261], [-2.183, -3.505, 0.974], [-1.767, 0.570, 1.927], [-3.352, 0.405, 1.105], [-2.952, -0.615, 2.511], [-1.529, 1.201, -0.290], [0.944, 0.442, -1.359], [-0.376, -1.682, 1.662], [2.901, -1.603, 2.972]], "mulliken_charge": [-0.97, -0.38, 0.84, -0.61, -1.10, 0.17, -0.81, -1.07, -0.59, -0.73, 0.76, -0.43, -0.93, 0.54, -0.50, -0.72, 1.10, -0.55, -0.94, -0.20, -0.22, 0.72, -0.46, 1.09, -0.66, -0.58, -0.55, 0.27, 0.38, 0.34, 0.39, 0.41, 0.37, 0.43, 0.54, 0.36, 0.24, 0.36, 0.31, 0.29, 0.22, 0.29, 0.39, 0.26, 0.52, 0.68, 0.40, 0.32], "relative_energy_ev": 0.000, "e_lumo_ev": 0.612, "smiles": "COc1ccc(/C=C\\c2cc(OC)c(OC)c(OC)c2)cc1OP(=O)(O)O", "gap_ev": 8.23, "molar_mass_g_mol": 396.332, "fmax_ev_per_a": 1.14}

***

Entry 2:
{"formula": "C18H22AsBrNO2PtS2", "method": "ωB97M-V/def2-TZVPD", "species": ["Pt", "S", "C", "C", "C", "C", "C", "C", "S", "H", "H", "H", "H", "Br", "C", "C", "C", "C", "C", "N", "C", "O", "O", "H", "H", "H", "C", "C", "As", "C", "C", "C", "C", "H", "H", "H", "H", "H", "H", "H", "H", "H", "H", "H", "H", "H", "H", "H"], "xyz": [[0.086, -0.208, -1.658], [2.315, -0.293, -2.020], [2.872, 1.365, -1.895], [4.234, 1.662, -1.945], [4.681, 2.970, -1.853], [3.763, 4.004, -1.708], [2.408, 3.718, -1.658], [1.949, 2.405, -1.756], [0.223, 2.066, -1.717], [4.944, 0.849, -2.050], [5.743, 3.181, -1.889], [4.101, 5.031, -1.629], [1.685, 4.517, -1.540], [-3.017, 1.924, -1.463], [-3.200, 0.081, -1.781], [-4.485, -0.437, -1.859], [-4.631, -1.795, -2.057], [-3.495, -2.579, -2.160], [-2.253, -1.981, -2.063], [-2.098, -0.649, -1.889], [-1.013, -2.879, -2.075], [-1.170, -4.056, -2.367], [0.075, -2.311, -1.732], [-5.332, 0.224, -1.753], [-5.618, -2.235, -2.118], [-3.519, -3.649, -2.304], [0.793, 2.012, 2.165], [-0.268, 0.948, 2.431], [-0.118, -0.521, 1.117], [1.661, -1.208, 1.588], [1.956, -1.412, 3.065], [-1.241, -1.866, 2.041], [-2.718, -1.531, 1.863], [0.674, 2.873, 2.829], [0.742, 2.366, 1.134], [1.800, 1.617, 2.323], [-1.267, 1.369, 2.297], [-0.207, 0.566, 3.454], [2.367, -0.518, 1.122], [1.761, -2.138, 1.022], [1.871, -0.480, 3.626], [2.973, -1.787, 3.214], [1.274, -2.133, 3.521], [-0.982, -1.933, 3.101], [-1.007, -2.829, 1.581], [-2.962, -0.561, 2.304], [-3.366, -2.276, 2.334], [-2.987, -1.481, 0.805]], "mulliken_charge": [1.63, -0.48, 0.32, -0.63, -0.50, -0.54, -0.58, 0.22, -0.50, 0.36, 0.33, 0.33, 0.37, -0.12, 0.27, -0.50, -0.37, -0.63, 0.51, -0.35, 0.33, -0.75, -0.80, 0.39, 0.40, 0.48, -1.02, -0.84, 0.20, -0.74, -1.20, -0.86, -0.92, 0.40, 0.15, 0.25, 0.45, 0.46, 0.38, 0.51, 0.24, 0.41, 0.25, 0.47, 0.45, 0.29, 0.40, 0.07], "relative_energy_ev": 0.185, "total_charge": -1, "e_lumo_ev": 2.446, "gap_ev": 5.61, "molar_mass_g_mol": 698.417, "fmax_ev_per_a": 1.04}

***

Entry 3:
{"formula": "C18H22BrF6N4O3PY", "method": "ωB97M-V/def2-TZVPD", "species": ["Y", "Br", "C", "C", "C", "C", "C", "C", "N", "C", "C", "C", "C", "C", "C", "N", "H", "H", "H", "H", "H", "H", "H", "H", "H", "N", "C", "P", "O", "O", "C", "N", "H", "H", "H", "H", "H", "H", "H", "H", "H", "H", "C", "C", "O", "C", "F", "F", "F", "C", "F", "F", "F", "H", "H", "H"], "xyz": [[-3.117, 0.209, 15.374], [-9.396, -3.978, 13.834], [-8.103, -2.719, 14.441], [-7.351, -1.985, 13.567], [-6.425, -1.038, 13.989], [-6.318, -0.782, 15.355], [-7.147, -1.432, 16.241], [-8.052, -2.386, 15.796], [-5.454, 0.269, 15.816], [-5.975, 1.172, 16.587], [-5.056, 2.156, 17.199], [-5.532, 3.126, 18.085], [-4.657, 3.919, 18.792], [-3.313, 3.840, 18.481], [-2.893, 2.915, 17.547], [-3.732, 2.034, 16.988], [-7.435, -2.206, 12.525], [-5.898, -0.481, 13.211], [-7.145, -1.070, 17.272], [-8.761, -2.786, 16.496], [-7.008, 1.233, 16.908], [-6.618, 3.155, 18.210], [-4.977, 4.538, 19.620], [-2.542, 4.456, 18.933], [-1.852, 2.672, 17.395], [-0.747, -2.932, 18.670], [-1.405, -3.257, 17.337], [-1.141, -1.938, 16.064], [-1.045, -0.549, 16.725], [-2.306, -1.928, 15.096], [0.386, -2.477, 15.151], [1.228, -1.469, 14.488], [-1.018, -3.660, 19.349], [-1.149, -1.996, 19.000], [0.269, -2.846, 18.628], [-2.464, -3.237, 17.595], [-1.058, -4.267, 17.045], [0.003, -3.112, 14.341], [1.016, -3.100, 15.781], [0.774, -1.167, 13.603], [2.170, -1.850, 14.331], [1.274, -0.599, 15.030], [-1.807, 2.809, 12.089], [-1.843, 1.425, 12.690], [-2.246, 1.503, 14.024], [-0.450, 0.796, 12.641], [0.228, 1.157, 11.545], [-0.479, -0.569, 12.671], [0.299, 1.080, 13.722], [-2.862, 0.532, 11.976], [-3.245, -0.539, 12.769], [-2.450, 0.066, 10.822], [-4.013, 1.205, 11.842], [-0.884, 3.312, 12.399], [-2.677, 3.376, 12.366], [-1.754, 2.837, 11.007]], "mulliken_charge": [1.74, -0.08, -0.26, -0.53, -0.24, 0.39, -0.41, -0.57, 0.00, -0.46, 0.54, -0.75, -0.40, -0.61, -0.19, -0.22, 0.47, 0.40, 0.54, 0.45, 0.53, 0.43, 0.47, 0.41, 0.49, -0.25, -0.89, 1.44, -0.99, -0.72, -1.03, -0.14, 0.40, 0.37, 0.34, 0.39, 0.39, 0.44, 0.54, 0.26, 0.40, 0.40, -1.75, 1.24, -0.78, 0.80, -0.25, -0.51, -0.30, 0.47, -0.19, -0.25, -0.26, 0.41, 0.45, 0.40], "relative_energy_ev": 0.000, "total_charge": 3, "e_lumo_ev": -9.006, "gap_ev": 6.52, "molar_mass_g_mol": 656.171, "fmax_ev_per_a": 1.88}

***

Entry 4:
{"formula": "C18H22BrN3O4", "method": "ωB97M-V/def2-TZVPD", "species": ["C", "C", "C", "O", "C", "C", "Br", "C", "C", "C", "N", "N", "C", "O", "C", "N", "C", "C", "O", "C", "C", "C", "C", "O", "C", "C", "H", "H", "H", "H", "H", "H", "H", "H", "H", "H", "H", "H", "H", "H", "H", "H", "H", "H", "H", "H", "H", "H"], "xyz": [[-0.245, -8.021, -2.113], [-0.249, -7.023, -1.453], [-0.277, -5.791, -0.686], [-1.031, -4.844, -1.431], [-1.181, -3.562, -1.043], [-1.899, -2.772, -1.945], [-2.533, -3.622, -3.517], [-2.160, -1.436, -1.733], [-1.673, -0.826, -0.582], [-1.933, 0.598, -0.367], [-1.177, 1.496, 0.125], [0.086, 1.234, 0.500], [0.906, 2.158, 1.091], [2.046, 1.846, 1.366], [0.314, 3.541, 1.301], [0.783, 4.498, 0.315], [2.202, 4.802, 0.401], [2.498, 5.970, -0.541], [2.138, 5.669, -1.869], [0.772, 5.339, -1.949], [0.439, 4.146, -1.052], [-0.976, -1.602, 0.348], [-0.727, -2.952, 0.146], [-0.042, -3.740, 1.029], [0.349, -3.235, 2.293], [-0.809, -3.154, 3.282], [-0.232, -8.905, -2.677], [0.748, -5.434, -0.530], [-0.745, -5.977, 0.289], [-2.716, -0.871, -2.464], [-2.895, 0.969, -0.698], [0.508, 0.327, 0.293], [-0.774, 3.490, 1.235], [0.615, 3.903, 2.287], [2.440, 5.089, 1.427], [2.828, 3.940, 0.123], [3.566, 6.192, -0.557], [1.943, 6.856, -0.199], [0.572, 5.105, -2.996], [0.160, 6.201, -1.640], [-0.629, 3.923, -1.104], [1.005, 3.268, -1.409], [-0.676, -1.146, 1.278], [0.852, -2.267, 2.189], [1.085, -3.963, 2.646], [-1.257, -4.137, 3.409], [-0.439, -2.810, 4.244], [-1.580, -2.469, 2.937]], "mulliken_charge": [0.08, -0.80, -0.28, -0.31, 0.54, -0.32, -0.14, -0.82, -0.11, -0.72, -0.62, 0.19, 0.50, -0.65, -0.96, -0.05, -0.47, -0.67, -0.38, -0.77, -0.35, -0.86, 1.49, -0.53, -0.46, -1.05, 0.44, 0.33, 0.29, 0.50, 0.48, 0.32, 0.43, 0.45, 0.35, 0.30, 0.35, 0.36, 0.36, 0.39, 0.35, 0.30, 0.78, 0.32, 0.41, 0.33, 0.38, 0.30], "relative_energy_ev": 5.196, "e_lumo_ev": 0.316, "smiles": "C#CCOc1c(Br)cc(/C=N\\NC(=O)CN2CCOCC2)cc1OCC", "gap_ev": 8.81, "molar_mass_g_mol": 424.295, "fmax_ev_per_a": 1.20}

***

Entry 5:
{"formula": "C18H22ClN6OPPd", "method": "ωB97M-V/def2-TZVPD", "species": ["Pd", "O", "C", "N", "C", "C", "C", "C", "C", "C", "N", "C", "C", "C", "C", "C", "N", "H", "H", "H", "H", "H", "H", "H", "H", "H", "H", "C", "N", "C", "N", "C", "N", "C", "P", "C", "C", "H", "H", "H", "H", "H", "H", "H", "H", "H", "H", "H", "H", "Cl"], "xyz": [[-0.442, -0.272, 0.036], [0.288, -1.082, 4.103], [-0.243, -0.825, 3.055], [0.388, -1.108, 1.816], [1.690, -1.659, 1.803], [2.259, -1.691, 0.401], [3.481, -2.300, 0.171], [3.948, -2.397, -1.129], [3.170, -1.896, -2.163], [1.969, -1.297, -1.846], [1.526, -1.171, -0.591], [-1.601, -0.222, 2.904], [-2.410, -0.092, 4.014], [-3.697, 0.401, 3.840], [-4.118, 0.727, 2.564], [-3.234, 0.574, 1.506], [-1.992, 0.127, 1.664], [1.600, -2.692, 2.183], [2.349, -1.170, 2.532], [4.048, -2.707, 0.997], [4.895, -2.877, -1.335], [3.480, -1.980, -3.194], [1.306, -0.928, -2.619], [-2.037, -0.391, 4.984], [-4.362, 0.511, 4.686], [-5.121, 1.088, 2.381], [-3.538, 0.792, 0.489], [-1.001, 4.142, -3.400], [-2.153, 3.556, -2.731], [-3.034, 2.792, -3.643], [-2.315, 1.631, -4.148], [-1.095, 2.125, -4.769], [-0.302, 2.934, -3.821], [0.328, 2.182, -2.762], [-0.977, 1.344, -1.721], [-1.918, 2.963, -1.448], [-2.026, 0.670, -3.077], [-0.407, 4.738, -2.712], [-1.316, 4.726, -4.261], [-3.314, 3.447, -4.465], [-3.920, 2.490, -3.088], [-1.345, 2.756, -5.621], [-0.481, 1.292, -5.107], [0.958, 2.828, -2.149], [0.958, 1.404, -3.199], [-1.344, 3.630, -0.806], [-2.869, 2.719, -0.972], [-2.953, 0.288, -2.646], [-1.526, -0.210, -3.485], [-1.623, -1.954, -1.139]], "mulliken_charge": [-0.36, -0.50, -0.01, -0.07, -0.26, 0.21, -0.85, -0.25, -1.02, -0.21, 0.11, 0.63, -0.66, -0.25, -0.94, -0.14, 0.04, 0.45, 0.52, 0.46, 0.45, 0.43, 0.56, 0.49, 0.46, 0.42, 0.57, -0.62, 0.26, -0.79, 0.17, -0.85, 0.25, -0.80, 1.53, -0.82, -0.96, 0.34, 0.31, 0.30, 0.37, 0.31, 0.38, 0.43, 0.45, 0.43, 0.44, 0.43, 0.48, -0.33], "multiplicity": 5, "total_charge": 2, "e_lumo_ev": [-5.761, -9.163], "gap_ev": [8.67, 5.74], "molar_mass_g_mol": 511.262, "fmax_ev_per_a": 0.56}